{
  "formula": "C14H17MgN3SSe2",
  "method": "ωB97M-V/def2-TZVPD",
  "symbols": ["Mg", "N", "C", "C", "C", "C", "C", "C", "N", "C", "C", "C", "S", "C", "N", "H", "H", "H", "H", "H", "H", "H", "C", "Se", "C", "C", "Se", "C", "H", "H", "H", "H", "H", "H", "H", "H", "H", "H"],
  "positions_angstrom": [[-13.7347, 0.7903, -2.2820], [-16.5663, 1.7108, -5.0089], [-15.8951, 0.9707, -5.9740], [-16.2304, 0.5746, -7.2790], [-15.3171, -0.1994, -7.9481], [-14.0834, -0.5932, -7.3616], [-13.7737, -0.2271, -6.0770], [-14.7056, 0.5412, -5.3802], [-14.6646, 1.0596, -4.0790], [-15.7933, 1.7306, -3.9142], [-16.0792, 2.4566, -2.6605], [-17.0278, 3.3410, -2.3137], [-16.7430, 3.9203, -0.7198], [-15.3621, 2.9450, -0.6186], [-15.1145, 2.2345, -1.6808], [-17.3996, 2.2652, -5.1492], [-17.1477, 0.8821, -7.7415], [-15.5304, -0.4870, -8.9671], [-13.3637, -1.1518, -7.9387], [-12.8282, -0.4829, -5.6104], [-17.8747, 3.6533, -2.8951], [-14.7321, 2.9794, 0.2540], [-10.4389, -0.1324, -0.4807], [-12.0013, 1.0111, -0.2648], [-12.9776, -0.2436, 0.8726], [-13.2894, -1.5503, 0.1951], [-14.7441, -1.3535, -1.0849], [-14.3050, -2.6932, -2.4449], [-9.9910, -0.1856, 0.4863], [-9.7184, 0.3385, -1.1551], [-10.6817, -1.0763, -0.8855], [-13.8716, 0.2596, 1.2293], [-12.3288, -0.4176, 1.7205], [-13.5915, -2.3060, 0.9132], [-12.4577, -1.9884, -0.3460], [-13.2987, -2.4937, -2.8114], [-15.0235, -2.5455, -3.2420], [-14.3958, -3.7047, -2.0511]],
  "lumo_ev": -6.06,
  "total_energy_ev": -166225.59557,
  "charge": 2,
  "gap_ha": 0.3124
}

---

{
  "formula": "C3H10GaO",
  "method": "ωB97M-V/def2-TZVPD",
  "symbols": ["C", "O", "C", "Ga", "C", "H", "H", "H", "H", "H", "H", "H", "H", "H", "H"],
  "positions_angstrom": [[-0.2757, 0.0297, -2.0224], [-1.3368, 0.0326, -1.1151], [-1.1112, -0.9296, -0.0483], [0.5446, -0.6038, 1.1383], [0.7404, 1.3953, 1.4327], [0.6819, 0.2358, -1.5274], [-0.1741, -0.9464, -2.5285], [-0.4676, 0.7944, -2.7807], [-2.0250, -0.8847, 0.5520], [-1.1003, -1.9295, -0.5193], [0.2962, -1.3706, 2.5454], [1.8814, -1.1772, 0.4002], [0.8175, 1.9345, 0.4833], [-0.1143, 1.8122, 1.9748], [1.6430, 1.6073, 2.0149]],
  "de_lowest_kcal_mol": 5.4,
  "lumo_ev": 4.11,
  "total_energy_ev": -57695.79283,
  "charge": -1,
  "gap_ha": 0.2941
}

---

{
  "formula": "C52H45N6O9S2Ta",
  "method": "ωB97M-V/def2-TZVPD",
  "symbols": ["Ta", "N", "C", "S", "N", "N", "C", "C", "C", "C", "C", "C", "C", "O", "H", "H", "H", "H", "H", "H", "H", "C", "C", "C", "O", "C", "C", "O", "C", "O", "C", "C", "C", "C", "C", "C", "C", "C", "C", "C", "C", "C", "C", "O", "C", "C", "C", "C", "C", "C", "C", "C", "C", "C", "C", "C", "H", "H", "H", "H", "H", "H", "H", "H", "H", "H", "H", "H", "H", "H", "H", "H", "H", "H", "H", "H", "H", "H", "H", "H", "H", "H", "H", "H", "N", "C", "S", "C", "C", "C", "N", "C", "C", "H", "H", "H", "H", "H", "H", "O", "C", "O", "C", "C", "C", "C", "C", "C", "N", "O", "O", "H", "H", "H", "H"],
  "positions_angstrom": [[11.7303, 13.2117, 12.7645], [11.1831, 17.5966, 14.1899], [11.2563, 16.3693, 13.6409], [11.5921, 14.9839, 14.6342], [10.9898, 16.2104, 12.3701], [10.7202, 14.9388, 12.0590], [9.8819, 14.7244, 11.0122], [8.7744, 13.8265, 11.1179], [7.5731, 14.0251, 10.3680], [6.5941, 13.0996, 10.4116], [6.7333, 11.9423, 11.1645], [7.8260, 11.7739, 12.0193], [8.8489, 12.6497, 12.0171], [9.8808, 12.5251, 12.8547], [11.2557, 17.7279, 15.1744], [11.2256, 18.4084, 13.5457], [10.0197, 15.4011, 10.1920], [7.4146, 14.8394, 9.6823], [5.6916, 13.2225, 9.7848], [5.8648, 11.2554, 11.3003], [7.9674, 10.8972, 12.6224], [13.5080, 6.9358, 12.5958], [14.5089, 8.1377, 12.6669], [15.8844, 7.5574, 12.7332], [14.3304, 9.0465, 11.4701], [13.8011, 10.2904, 12.0002], [13.2154, 9.8254, 13.3946], [14.2363, 8.9335, 13.8175], [12.9266, 10.8418, 14.5690], [12.2481, 11.9589, 14.0605], [11.8313, 10.1320, 15.4812], [10.9528, 10.9783, 16.1497], [9.8970, 10.3480, 16.8781], [9.7906, 8.9819, 16.9167], [10.7029, 8.1886, 16.2081], [11.7419, 8.7588, 15.5111], [14.2148, 11.2518, 15.3528], [14.8007, 10.1407, 16.1491], [16.0551, 10.2547, 16.6849], [16.9679, 11.4987, 16.6828], [15.6555, 13.8101, 16.4728], [13.9754, 12.5220, 16.2852], [12.9068, 10.8840, 10.8616], [12.2433, 12.1095, 11.2419], [11.7985, 9.8611, 10.4997], [12.0865, 8.8874, 9.5640], [11.1239, 7.9352, 9.1928], [9.8543, 7.9582, 9.7821], [9.6026, 8.9152, 10.7536], [10.5150, 9.8803, 11.1364], [13.7199, 11.1336, 9.6054], [12.9684, 11.5136, 8.4226], [13.7238, 11.7389, 7.2399], [15.1458, 11.7528, 7.2885], [15.8060, 11.4165, 8.4509], [15.0891, 11.1132, 9.6059], [13.8982, 6.1330, 11.9630], [12.5465, 7.2158, 12.1764], [13.3649, 6.4207, 13.6027], [16.0919, 6.8827, 11.9066], [16.0228, 7.0400, 13.6463], [16.6280, 8.3684, 12.7249], [14.5874, 11.0029, 12.2118], [12.2828, 9.2647, 13.1091], [10.9612, 12.0455, 16.1130], [9.1768, 11.0330, 17.3287], [8.9768, 8.4835, 17.4515], [10.6874, 7.1052, 16.2828], [12.5455, 8.1677, 15.0700], [14.3179, 9.1834, 16.2763], [16.5047, 9.3872, 17.2527], [17.8477, 11.2379, 17.2564], [16.0249, 14.8272, 16.6887], [12.9249, 12.8119, 16.4592], [13.1027, 8.7514, 9.2038], [11.3622, 7.2137, 8.3891], [9.0432, 7.2730, 9.4746], [8.5905, 8.9703, 11.2131], [10.2820, 10.5601, 11.9144], [11.8862, 11.6257, 8.4243], [13.1992, 12.0268, 6.3584], [15.7032, 11.8273, 6.3460], [16.8958, 11.3761, 8.5402], [15.5451, 10.8183, 10.5718], [19.8633, 11.7905, 15.9454], [18.9278, 11.5917, 14.9090], [19.5212, 11.2253, 13.3967], [17.5393, 11.7542, 15.2596], [16.6368, 12.0106, 14.3063], [15.1737, 12.1742, 14.5050], [14.7622, 13.4218, 15.3049], [14.8786, 12.9615, 17.4026], [16.3289, 12.7604, 17.2832], [20.8101, 11.6826, 15.6584], [19.7883, 12.7049, 16.4264], [16.9952, 12.1737, 13.3018], [14.7598, 12.3432, 13.4953], [14.6572, 13.4124, 18.3689], [16.8027, 13.1324, 18.2263], [13.9075, 16.1925, 13.1527], [14.1101, 15.3205, 12.3552], [13.4775, 14.1603, 12.3419], [15.2688, 15.3741, 11.3382], [15.2071, 14.7273, 10.1080], [16.2430, 14.7502, 9.2057], [17.4780, 15.3408, 9.5878], [17.5261, 16.0755, 10.8196], [16.4358, 16.1257, 11.6794], [18.6876, 15.2700, 8.7704], [18.7752, 14.2072, 8.0602], [19.5725, 16.1434, 8.9404], [14.3233, 14.0980, 9.9126], [16.0729, 14.4828, 8.1697], [18.4063, 16.5756, 11.0551], [16.4679, 16.8026, 12.5090]],
  "de_lowest_kcal_mol": 111.5,
  "lumo_ev": [-1.29, -1.29],
  "total_energy_ev": -105239.64874,
  "gap_ha": [0.2464, 0.2463]
}

---

{
  "formula": "C6H8N2O",
  "method": "ωB97M-V/def2-TZVPD",
  "symbols": ["C", "C", "C", "C", "C", "C", "H", "H", "H", "H", "H", "H", "H", "H", "N", "N", "O"],
  "positions_angstrom": [[2.3433, -0.3045, 0.5274], [0.5205, 1.1574, -0.2306], [-0.5953, 0.3304, -0.2922], [-1.8995, 0.9073, 0.1151], [-2.2485, -1.2390, -0.2859], [-0.9576, -0.8956, -0.7117], [3.8009, -1.2512, 0.9652], [1.5630, -0.8007, 1.2607], [2.4937, 1.2765, -0.9382], [0.2480, 2.2752, 0.0637], [-2.6491, 1.4257, -0.5538], [-1.8819, 1.6047, 0.9701], [-2.5960, -2.2598, -0.3531], [-0.5011, -1.8897, -1.1132], [3.4472, -0.7380, 0.1992], [1.7223, 0.5646, -0.4381], [-2.8098, -0.1635, 0.8153]],
  "de_lowest_kcal_mol": 129.5,
  "lumo_ev": 0.13,
  "total_energy_ev": -11373.73297,
  "gap_ha": 0.2960
}